# 1
Computed, not measured: a 4-piece molecular cluster, C46H81Br2N5O5S overall in a non-equilibrium geometry, with ωB97M-V with the def2-TZVPD basis set.

Last column: Mulliken charge in e.
Element x y z (Å)
1 H 0.35 -1.06 -1.31  0.134
2 N 0.89 -1.56 -0.60  -0.452
3 C 0.09 -2.37 -0.02  0.850
4 C -1.37 -2.49 -0.45  -1.494
5 C 0.61 -3.27 1.08  0.202
6 C -0.21 -3.07 2.36  0.577
7 C -1.17 -3.97 2.76  -1.216
8 C -1.91 -3.79 3.90  1.035
9 C -2.95 -4.84 4.19  -1.708
10 C -4.37 -4.21 3.98  0.333
11 C -4.80 -4.11 2.52  -0.558
12 O -4.38 -2.96 3.39  -0.340
13 C -1.66 -2.69 4.71  -0.567
14 O -2.36 -2.50 5.89  -0.629
15 C -2.22 -3.57 6.85  -1.160
16 C -2.08 -3.14 8.33  0.665
17 C -2.73 -4.25 9.22  -1.657
18 C -0.59 -3.05 8.79  -0.114
19 C 0.21 -1.95 8.06  -1.248
20 C -0.47 -2.77 10.31  -1.710
21 C -0.72 -1.78 4.29  1.356
22 C 0.03 -1.94 3.14  -0.283
23 N 1.03 -1.02 2.70  2.086
24 C 0.55 0.29 2.15  -1.381
25 C -0.86 0.37 1.54  -0.150
26 C -1.67 1.51 2.21  -0.353
27 C -3.19 1.41 1.91  -1.294
28 C 1.92 -0.68 3.78  -1.777
29 C 3.28 -0.72 3.61  0.019
30 C 3.94 -1.16 2.32  -0.782
31 C 4.45 -2.63 2.45  -0.051
32 C 4.58 -3.34 1.10  -1.280
33 Br 3.31 -3.77 3.59  -0.122
34 C 4.10 -0.34 4.66  -0.795
35 C 3.63 0.08 5.88  0.637
36 C 4.57 0.53 6.99  -1.381
37 C 4.89 2.02 6.80  0.209
38 C 5.86 2.57 7.85  -1.388
39 Br 3.29 3.17 6.84  -0.136
40 C 2.25 0.07 6.06  -0.852
41 C 1.44 -0.29 5.02  1.096
42 S -0.34 -0.29 5.21  -0.501
43 H -2.05 -1.89 0.16  0.187
44 H -1.49 -2.15 -1.48  0.563
45 H -1.72 -3.53 -0.36  0.323
46 H 0.48 -4.32 0.77  0.775
47 H 1.65 -3.04 1.30  -1.418
48 H -1.35 -4.82 2.11  0.542
49 H -2.94 -5.24 5.20  0.416
50 H -2.90 -5.67 3.47  0.494
51 H -5.15 -4.46 4.71  0.393
52 H -3.97 -4.28 1.83  0.037
53 H -5.74 -3.66 2.23  0.414
54 H -1.43 -4.28 6.58  0.516
55 H -3.16 -4.13 6.80  0.352
56 H -2.57 -2.19 8.55  0.531
57 H -1.95 -4.86 9.68  0.365
58 H -3.33 -4.95 8.63  0.447
59 H -3.37 -3.83 10.00  0.287
60 H -0.14 -4.02 8.52  0.409
61 H 0.99 -1.56 8.73  0.449
62 H 0.70 -2.34 7.16  0.275
63 H -0.42 -1.10 7.79  0.278
64 H 0.60 -2.64 10.50  0.489
65 H -1.03 -1.87 10.57  0.314
66 H -0.80 -3.63 10.90  0.416
67 H 0.62 1.07 2.93  0.908
68 H 1.28 0.61 1.40  0.132
69 H -1.44 -0.56 1.50  -0.366
70 H -0.74 0.70 0.49  0.554
71 H -1.50 1.53 3.29  0.229
72 H -1.32 2.45 1.77  0.422
73 H -3.60 2.40 1.68  0.360
74 H -3.38 0.73 1.07  0.296
75 H -3.69 1.04 2.81  0.284
76 H 3.25 -1.14 1.47  -0.091
77 H 4.84 -0.55 2.17  0.682
78 H 5.43 -2.65 2.93  0.620
79 H 5.18 -2.77 0.38  0.315
80 H 5.12 -4.27 1.28  0.399
81 H 3.61 -3.62 0.68  0.254
82 H 5.18 -0.35 4.50  0.415
83 H 4.08 0.32 7.94  0.386
84 H 5.51 -0.02 6.84  0.399
85 H 5.36 2.14 5.82  0.380
86 H 6.82 2.05 7.82  0.368
87 H 5.44 2.51 8.86  0.349
88 H 6.02 3.63 7.64  0.396
89 H 1.80 0.39 7.00  0.592
90 C 2.82 1.48 -1.48  -0.109
91 O 1.52 1.59 -2.05  -0.117
92 C 1.30 2.78 -2.78  -1.046
93 C 1.86 2.79 -4.21  0.434
94 C 3.37 2.98 -4.27  -1.401
95 N 1.50 1.56 -4.93  -0.653
96 H 3.21 2.44 -1.15  0.354
97 H 3.51 1.01 -2.20  0.230
98 H 2.75 0.81 -0.62  -0.387
99 H 0.21 2.88 -2.85  0.322
100 H 1.65 3.65 -2.21  0.450
101 H 1.41 3.64 -4.73  0.429
102 H 3.92 2.07 -4.02  0.299
103 H 3.68 3.26 -5.28  0.346
104 H 3.70 3.77 -3.59  0.351
105 H 0.49 1.50 -4.98  0.254
106 H 1.77 0.78 -4.35  0.303
107 C -0.47 5.33 -9.67  -0.658
108 O -0.38 4.46 -8.56  -0.408
109 C -0.01 3.12 -8.87  -0.196
110 C 1.50 2.91 -9.07  0.181
111 C 2.02 3.42 -10.41  -1.501
112 N 2.28 3.52 -8.00  -0.648
113 H -0.83 4.81 -10.57  0.272
114 H 0.50 5.80 -9.87  0.256
115 H -1.17 6.12 -9.42  0.268
116 H -0.32 2.53 -8.01  0.337
117 H -0.58 2.76 -9.73  0.062
118 H 1.67 1.83 -9.05  0.454
119 H 2.14 4.50 -10.42  0.293
120 H 3.00 2.99 -10.62  0.394
121 H 1.35 3.14 -11.23  0.334
122 H 2.01 3.09 -7.11  0.213
123 H 1.98 4.48 -7.91  0.328
124 C -6.48 2.91 -11.48  -0.641
125 O -5.13 3.18 -11.81  -0.444
126 C -4.32 3.57 -10.72  -0.532
127 C -3.80 2.41 -9.85  0.850
128 C -4.86 1.83 -8.91  -1.627
129 N -3.24 1.33 -10.66  -0.680
130 H -6.85 3.56 -10.68  0.298
131 H -6.61 1.86 -11.19  0.227
132 H -7.08 3.08 -12.37  0.275
133 H -3.45 4.06 -11.17  0.141
134 H -4.83 4.33 -10.11  0.434
135 H -3.00 2.81 -9.22  0.072
136 H -5.56 1.17 -9.43  0.299
137 H -4.38 1.23 -8.13  0.394
138 H -5.43 2.62 -8.42  0.338
139 H -2.46 1.69 -11.20  0.265
140 H -3.93 1.08 -11.36  0.329

As for the total charge: 0. The HOMO-LUMO gap is 8.52 eV. As for the electronic energy: -7997.41864 Eh.

---

# 2
Computed, not measured: C64H49I4N5OTeZn as an isolated structure in a non-equilibrium geometry, with ωB97M-V with the def2-TZVPD basis set.

Last column: Mulliken spin population.
Element x y z (Å)
1 Zn -0.38 0.06 -0.13  -0.080
2 I -4.88 5.46 6.89  0.000
3 C -3.93 4.29 5.43  0.000
4 C -2.70 3.71 5.72  0.000
5 C -2.08 2.94 4.75  0.000
6 C -2.66 2.73 3.50  0.001
7 C -3.90 3.33 3.24  -0.001
8 C -4.53 4.11 4.20  0.000
9 C -2.01 1.91 2.44  -0.002
10 C -1.64 0.60 2.74  -0.001
11 C -1.81 -0.06 4.02  0.005
12 C -1.18 -1.25 3.94  -0.002
13 C -0.67 -1.36 2.57  0.023
14 C -0.12 -2.55 2.02  0.000
15 C 0.70 -3.45 2.86  0.009
16 C 1.25 -2.99 4.07  0.027
17 C 2.10 -3.76 4.84  0.008
18 C 2.44 -5.04 4.42  0.001
19 I 3.76 -6.19 5.57  0.000
20 C 1.96 -5.51 3.21  0.001
21 C 1.12 -4.72 2.44  -0.002
22 C -0.49 -2.89 0.68  -0.004
23 N -0.63 -2.01 -0.33  0.007
24 C -1.18 -2.68 -1.39  0.000
25 C -1.43 -2.15 -2.65  0.004
26 C -1.91 -3.05 -3.73  -0.001
27 C -1.24 -4.23 -4.06  0.000
28 C -1.72 -5.07 -5.06  0.000
29 C -2.87 -4.73 -5.74  0.000
30 I -3.60 -6.00 -7.25  0.000
31 C -3.55 -3.55 -5.45  0.000
32 C -3.06 -2.72 -4.45  0.000
33 C -1.27 -0.78 -2.99  -0.002
34 C -1.14 -0.25 -4.32  0.002
35 C -0.87 1.08 -4.19  -0.003
36 C -0.88 1.35 -2.77  0.002
37 N -1.12 0.21 -2.08  0.001
38 C -0.80 2.63 -2.20  -0.002
39 C -1.11 2.90 -0.86  0.004
40 C -1.35 4.20 -0.28  0.000
41 C -1.79 3.98 0.98  -0.001
42 C -1.75 2.55 1.20  0.001
43 N -1.32 1.94 0.08  0.007
44 C -0.30 3.74 -3.06  0.004
45 C 1.03 3.65 -3.49  -0.002
46 C 1.60 4.66 -4.24  0.000
47 C 0.83 5.77 -4.58  0.000
48 I 1.69 7.32 -5.71  0.000
49 C -0.49 5.86 -4.20  0.000
50 C -1.05 4.84 -3.43  0.000
51 C -1.43 -4.05 -1.01  0.000
52 C -0.97 -4.19 0.26  0.001
53 N -0.99 -0.25 1.88  0.004
54 H -2.23 3.86 6.68  0.000
55 H -1.11 2.50 4.96  0.000
56 H -4.36 3.18 2.28  0.000
57 H -5.49 4.57 3.98  0.000
58 H -2.37 0.32 4.86  0.000
59 H -1.14 -2.02 4.69  0.000
60 H 1.05 -1.99 4.41  -0.021
61 H 2.53 -3.34 5.75  0.000
62 H 2.24 -6.49 2.85  0.000
63 H 0.84 -5.10 1.47  0.000
64 H -0.33 -4.48 -3.55  0.000
65 H -1.19 -5.98 -5.31  0.000
66 H -4.45 -3.29 -6.00  0.000
67 H -3.59 -1.81 -4.21  0.000
68 H -1.21 -0.82 -5.24  0.000
69 H -0.69 1.80 -4.97  0.000
70 H -1.23 5.15 -0.79  0.000
71 H -2.09 4.72 1.72  0.000
72 H 1.61 2.78 -3.19  0.002
73 H 2.64 4.60 -4.55  0.000
74 H -1.09 6.72 -4.49  0.000
75 H -2.10 4.91 -3.14  0.000
76 H -1.93 -4.80 -1.60  0.000
77 H -1.09 -5.06 0.89  0.000
78 C 3.90 0.36 -0.71  0.023
79 C 2.39 0.43 -0.61  -0.008
80 O 1.75 0.64 -1.67  0.072
81 N 1.73 0.27 0.55  0.339
82 Te 2.56 0.02 2.44  0.276
83 C 4.02 -0.88 4.00  0.352
84 C 4.66 -2.11 3.81  -0.131
85 C 4.60 -2.84 2.48  0.055
86 C 5.35 -2.71 4.86  0.016
87 C 5.40 -2.13 6.12  -0.016
88 C 6.11 -2.82 7.26  0.000
89 C 4.73 -0.93 6.31  0.021
90 C 4.04 -0.30 5.28  -0.014
91 C 3.32 1.00 5.59  0.045
92 C 3.73 1.82 2.34  0.013
93 C 5.13 1.87 2.30  -0.005
94 C 6.02 0.64 2.26  0.012
95 C 5.77 3.11 2.26  -0.008
96 C 5.08 4.30 2.25  0.008
97 C 5.79 5.63 2.21  0.000
98 C 3.69 4.24 2.27  -0.004
99 C 3.01 3.04 2.33  -0.036
100 C 1.50 3.07 2.36  0.013
101 H 4.19 0.22 -1.76  -0.004
102 H 4.29 -0.46 -0.12  -0.004
103 H 4.34 1.29 -0.35  -0.001
104 H 3.72 -2.55 1.91  -0.006
105 H 4.57 -3.92 2.65  0.002
106 H 5.49 -2.64 1.88  0.005
107 H 5.85 -3.66 4.69  0.001
108 H 6.87 -3.51 6.89  0.000
109 H 5.40 -3.39 7.87  -0.001
110 H 6.59 -2.09 7.92  0.000
111 H 4.74 -0.47 7.30  0.006
112 H 3.55 1.34 6.60  0.000
113 H 2.24 0.89 5.50  -0.010
114 H 3.63 1.79 4.89  -0.010
115 H 5.50 -0.21 1.84  0.006
116 H 6.35 0.37 3.26  0.003
117 H 6.91 0.85 1.65  0.001
118 H 6.86 3.13 2.23  0.000
119 H 6.87 5.48 2.11  0.000
120 H 5.61 6.20 3.12  0.001
121 H 5.45 6.24 1.37  0.000
122 H 3.12 5.17 2.24  0.000
123 H 1.13 4.10 2.39  0.001
124 H 1.11 2.53 3.22  -0.006
125 H 1.09 2.59 1.46  0.003

As for the total charge: -1. The HOMO-LUMO gap (spin up / spin down) is 5.16 / 5.18 eV. The spin multiplicity is 2. As for the electronic energy: -6055.49831 Eh.

---

# 3
Computed, not measured: a 3-piece molecular cluster, C2H11N3O2 overall in a non-equilibrium geometry, with ωB97M-V with the def2-TZVPD basis set.

Last column: natural (NBO) charge in e.
Element x y z (Å)
1 H -0.02 -1.70 1.65  0.368
2 N -0.70 -1.07 1.25  -0.765
3 C -0.58 -0.43 0.18  0.581
4 N 0.53 -0.56 -0.72  -0.877
5 N -1.59 0.41 -0.21  -0.628
6 C -1.60 1.37 -1.27  -0.419
7 H 0.21 -0.28 -1.65  0.356
8 H 1.36 0.00 -0.58  0.385
9 H -2.34 0.46 0.44  0.404
10 H -0.82 1.25 -2.04  0.196
11 H -2.47 1.29 -1.93  0.207
12 H -1.36 2.37 -0.88  0.193
13 O 0.31 2.75 4.25  -0.942
14 H 1.03 3.38 4.34  0.470
15 H -0.49 3.23 3.98  0.472
16 O 2.82 -2.87 -3.38  -0.946
17 H 3.44 -3.43 -2.92  0.469
18 H 2.07 -2.73 -2.76  0.477

As for the total charge: 0. The HOMO-LUMO gap is 9.30 eV. As for the electronic energy: -397.51857 Eh.

---

# 4
Computed, not measured: a 2-piece molecular cluster, C2H8S overall in a non-equilibrium geometry, with ωB97M-V with the def2-TZVPD basis set.

Last column: natural (NBO) charge in e.
Element x y z (Å)
1 C -1.21 0.06 0.05  -0.619
2 C -0.70 -0.82 -1.08  -0.619
3 H -1.02 -0.35 1.04  0.208
4 H -2.29 0.23 0.05  0.202
5 H -0.82 1.08 0.08  0.207
6 H -1.51 -1.31 -1.62  0.208
7 H -0.12 -0.25 -1.81  0.207
8 H -0.04 -1.57 -0.66  0.204
9 S 2.00 1.02 1.04  -0.286
10 H 3.04 0.16 0.97  0.144
11 H 2.64 1.76 1.95  0.143

As for the total charge: 0. The HOMO-LUMO gap is 10.65 eV. As for the electronic energy: -479.16104 Eh.

---

Question: total charge of number 4 (C2H8S)?
Answer: 0